No. 1
# H10O5Rb

A molecular structure, H10O5Rb (ωB97M-V/def2-TZVPD, the OMol25 dataset).

The HOMO energy comes out at -0.565 Eh. The net charge is +1. Its spin multiplicity is 1.

XYZ file:
```
16
H10O5Rb | the OMol25 dataset | ωB97M-V/def2-TZVPD
Rb 15.18 6.03 -26.75
O 13.76 5.22 -24.46
H 13.52 4.38 -24.91
H 13.01 5.58 -23.99
O 15.74 3.36 -25.56
H 15.37 2.52 -25.75
H 16.52 3.38 -25.07
O 12.56 4.86 -27.47
H 12.72 4.18 -26.78
H 11.96 5.53 -27.13
O 13.76 8.25 -26.00
H 13.17 8.89 -26.36
H 14.01 8.55 -25.12
O 16.67 6.74 -24.48
H 17.55 7.03 -24.13
H 16.05 6.76 -23.72
```


No. 2
# C16H50N2O18S3

10 unconnected molecules or ions with the total composition C16H50N2O18S3 (ωB97M-V/def2-TZVPD, the OMol25 dataset).

The HOMO energy (spin up / spin down) comes out at -0.013 / -0.165 Eh. The net charge is -1. Its spin multiplicity is 2.

XYZ file:
```
89
C16H50N2O18S3 | the OMol25 dataset | ωB97M-V/def2-TZVPD
C -0.27 -0.52 -0.48
O 0.96 -1.19 -0.08
H -0.44 0.08 0.41
H -0.40 0.01 -1.43
H -1.01 -1.31 -0.55
H 1.20 -1.59 -0.92
C -1.45 -4.10 -3.72
O -1.26 -3.45 -2.50
H -0.55 -4.51 -4.18
H -2.01 -5.03 -3.81
H -1.86 -3.45 -4.49
H -1.58 -3.99 -1.78
C -3.60 -0.92 2.06
O -3.47 -2.29 2.40
H -4.37 -0.73 1.30
H -3.77 -0.37 2.98
H -2.68 -0.56 1.60
H -3.70 -2.78 1.61
C 2.06 -1.97 -4.11
O 1.36 -2.01 -2.83
H 2.29 -0.97 -4.48
H 2.96 -2.58 -4.10
H 1.48 -2.42 -4.91
H 0.51 -2.42 -2.96
C 3.17 0.41 1.92
O 4.46 0.67 1.41
H 3.13 -0.52 2.48
H 3.01 1.34 2.46
H 2.42 0.29 1.14
H 5.06 1.14 1.99
O 3.46 -5.44 -0.46
S 3.32 -4.60 0.76
O 1.99 -4.51 1.42
O 4.46 -5.06 1.91
C 4.79 -4.17 2.95
C 5.30 -4.73 4.21
C 4.04 -2.96 0.26
H 3.98 -3.52 3.29
H 5.47 -3.36 2.68
H 5.48 -4.07 5.05
H 6.20 -5.27 3.93
H 4.69 -5.58 4.51
H 3.97 -2.22 1.05
H 3.47 -2.69 -0.63
H 5.09 -3.23 0.23
O -2.21 2.11 0.57
S -2.91 2.88 1.60
O -3.27 2.35 2.94
O -2.10 4.33 1.83
C -0.81 4.44 1.27
C -1.03 5.03 -0.15
C -4.41 3.68 0.90
H -0.23 3.53 1.35
H -0.37 5.28 1.81
H -0.03 5.35 -0.42
H -1.63 5.94 -0.23
H -1.41 4.24 -0.80
H -4.79 2.90 0.24
H -4.17 4.62 0.40
H -4.94 3.98 1.80
O -5.08 2.42 -2.24
S -4.57 1.13 -2.76
O -5.38 0.30 -3.67
O -3.03 1.18 -3.28
C -2.22 2.18 -2.71
C -1.02 2.38 -3.65
C -4.34 0.18 -1.17
H -1.77 1.80 -1.79
H -2.72 3.14 -2.77
H -0.39 1.49 -3.75
H -0.43 3.18 -3.21
H -1.20 2.63 -4.70
H -3.88 0.87 -0.47
H -3.84 -0.76 -1.44
H -5.36 -0.09 -0.91
C 2.01 2.57 -1.30
N 2.66 2.04 -2.58
O 2.07 1.49 -3.46
O 3.88 2.25 -2.57
H 1.97 1.65 -0.72
H 1.06 3.03 -1.57
H 2.66 3.33 -0.88
C -0.97 0.93 4.83
N -0.12 1.48 3.85
O 0.02 0.83 2.87
O 0.37 2.59 4.09
H -0.41 1.10 5.75
H -1.04 -0.15 4.68
H -1.99 1.31 4.83
```


No. 3
# C12H28N4O4

A molecular structure, C12H28N4O4 (ωB97M-V/def2-TZVPD, the OMol25 dataset).

The HOMO energy comes out at -0.326 Eh. Its spin multiplicity is 1.

XYZ file:
```
48
C12H28N4O4 | the OMol25 dataset | ωB97M-V/def2-TZVPD
C -2.03 1.40 3.20
O -2.29 2.52 2.69
N -0.93 0.74 2.92
C -0.52 -0.42 3.61
C -0.01 1.15 1.88
H -2.64 0.91 3.98
H -0.24 -1.26 2.98
H -1.31 -0.79 4.26
H 0.42 -0.16 4.10
H -0.61 1.27 0.98
H 0.48 2.10 2.09
H 0.74 0.39 1.65
C 0.17 -2.69 -2.22
O 0.00 -2.70 -3.38
N 1.03 -3.46 -1.59
C 1.85 -4.59 -2.18
C 1.31 -3.05 -0.27
H -0.47 -2.11 -1.53
H 2.01 -5.35 -1.42
H 2.86 -4.28 -2.46
H 1.42 -5.01 -3.09
H 0.49 -2.84 0.42
H 2.04 -3.76 0.13
H 1.89 -2.13 -0.33
C -0.36 2.26 -1.03
O 0.75 2.85 -0.92
N -1.47 2.82 -0.49
C -2.75 2.17 -0.60
C -1.26 4.03 0.36
H -0.62 1.40 -1.66
H -2.76 1.56 -1.50
H -3.61 2.82 -0.76
H -2.99 1.44 0.18
H -1.86 4.90 0.08
H -1.55 3.81 1.39
H -0.24 4.40 0.51
C -0.02 -0.41 -1.97
O -1.21 -0.54 -1.68
N 0.90 -0.10 -1.13
C 2.29 -0.07 -1.59
C 0.72 0.24 0.30
H 0.33 -0.56 -3.01
H 2.79 -0.87 -1.04
H 2.68 0.92 -1.35
H 2.41 -0.24 -2.66
H -0.32 0.38 0.61
H 1.29 -0.29 1.05
H 1.18 1.20 0.51
```


No. 4
# CH6S4Si

2 unconnected molecules or ions with the total composition CH6S4Si (ωB97M-V/def2-TZVPD, the OMol25 dataset).

The HOMO energy comes out at -0.335 Eh. Its spin multiplicity is 1. As for the SMILES: CS[Si](=S)S.S.

XYZ file:
```
12
CH6S4Si | the OMol25 dataset | ωB97M-V/def2-TZVPD
C 1.03 0.98 1.06
Si -1.48 1.55 -0.51
S 1.09 -3.47 -0.84
S -0.70 3.28 -1.20
S -3.41 0.94 -1.19
S -0.55 0.04 0.75
H 1.75 0.38 0.57
H 1.12 0.99 2.14
H 0.90 1.97 0.64
H 1.95 -2.87 -1.55
H 1.80 -4.16 0.07
H -3.49 0.36 0.06
```


No. 5
# C3H10N3

3 unconnected molecules or ions with the total composition C3H10N3 (ωB97M-V/def2-TZVPD, the OMol25 dataset).

The HOMO energy comes out at -0.521 Eh. The net charge is +1. Its spin multiplicity is 1.

XYZ file:
```
16
C3H10N3 | the OMol25 dataset | ωB97M-V/def2-TZVPD
C -4.32 -0.12 0.36
C -3.12 0.03 -0.12
C 0.22 -0.82 0.09
N -0.45 0.31 0.05
N 1.48 -1.01 0.13
N 3.39 0.85 -0.05
H -4.95 -0.82 0.79
H -4.94 0.75 0.09
H -0.47 -1.67 -0.10
H -1.56 0.28 -0.15
H -0.04 1.14 -0.42
H 2.16 -0.04 0.14
H 1.84 -2.00 -0.09
H 4.15 1.05 0.46
H 2.91 1.71 -0.33
H 3.69 0.36 -0.86
```